## a
Formula: C8H10O4
Source: the Open Molecules 2025 dataset
Level of theory: wB97M-V/def2-TZVPD

Atoms and positions in Å:
C 0.112 2.043 0.259
C 0.891 0.051 -0.975
C -1.042 1.633 0.775
C 0.998 1.351 -0.670
C 2.053 2.196 -1.251
C -0.884 -0.703 0.695
C -2.156 -1.748 -0.975
C 1.040 -1.671 1.600
O 2.220 3.371 -1.027
O -1.644 0.376 0.600
O -1.333 -1.848 0.178
O -0.056 -0.781 1.736
H 0.409 3.063 0.474
H 1.461 -0.411 -1.769
H -1.684 2.270 1.362
H 2.740 1.643 -1.924
H -3.027 -1.119 -0.785
H -2.472 -2.765 -1.200
H -1.566 -1.331 -1.797
H 1.648 -1.550 2.493
H 1.596 -1.368 0.703
H 0.698 -2.702 1.497

spin multiplicity = 1
E_HOMO = -7.9 eV
gap between HOMO and LUMO = 8.516 eV



## b
Formula: C8H10O4
Source: the Open Molecules 2025 dataset
Level of theory: wB97M-V/def2-TZVPD

Atoms and positions in Å:
C 1.858 -0.651 -0.019
C 0.542 -0.348 -0.183
C 2.588 0.657 -0.382
C -1.675 -0.462 -0.820
C -1.800 1.046 -0.821
C 0.363 1.232 -0.092
C 2.528 -1.966 0.210
C 0.049 1.548 1.369
O 3.727 0.754 -0.730
O -0.605 -1.079 -0.048
O 1.682 1.678 -0.300
O -0.566 1.787 -1.052
H -2.489 -0.999 -0.380
H -1.607 -0.646 -1.842
H -2.333 1.571 -1.571
H -2.254 1.296 0.181
H 2.852 -2.306 -0.784
H 1.886 -2.804 0.483
H 3.347 -1.708 0.838
H 0.474 2.505 1.701
H 0.424 0.795 1.969
H -1.046 1.666 1.639

spin multiplicity = 1
E_HOMO = -9.3 eV
gap between HOMO and LUMO = 9.911 eV



Most stable of them? b.



## a
Formula: CH3NS
Source: the Open Molecules 2025 dataset
Level of theory: wB97M-V/def2-TZVPD

Atoms and positions in Å:
C 0.943 0.237 -0.170
H -2.196 -1.008 0.654
H 1.959 0.313 0.515
H 0.908 1.242 -0.744
N -0.002 -0.584 0.185
S -1.613 -0.201 -0.440

spin multiplicity = 1
E_HOMO = -9.2 eV
gap between HOMO and LUMO = 9.879 eV



## b
Formula: CH3NS
Source: the Open Molecules 2025 dataset
Level of theory: wB97M-V/def2-TZVPD

Atoms and positions in Å:
C 0.981 -0.226 -0.015
H -2.304 0.951 0.013
H 1.970 0.194 0.077
H 0.926 -1.318 -0.037
N -0.017 0.587 -0.029
S -1.556 -0.188 -0.009

spin multiplicity = 1
E_HOMO = -9.1 eV
gap between HOMO and LUMO = 10.122 eV



## c
Formula: CH3NS
Source: the Open Molecules 2025 dataset
Level of theory: wB97M-V/def2-TZVPD

Atoms and positions in Å:
C -0.439 -0.110 0.883
H 0.955 0.666 -2.205
H -1.194 0.413 1.497
H 0.009 -1.038 1.325
N -0.207 0.355 -0.258
S 0.877 -0.286 -1.241

spin multiplicity = 1
E_HOMO = -9.0 eV
gap between HOMO and LUMO = 10.044 eV



Most stable of them? b.



## a
Formula: C36H47As3HfN2O3PSe2Te2
Source: the Open Molecules 2025 dataset
Level of theory: wB97M-V/def2-TZVPD

Atoms and positions in Å:
Hf -0.367 -1.934 -0.175
C -3.628 -2.846 -2.905
As -3.171 -1.789 -1.337
C -4.548 -2.477 -0.158
C -4.101 -0.110 -1.747
C -3.413 0.941 -2.614
C -3.005 0.325 -3.956
C -2.214 1.584 -1.922
As -0.504 0.642 -1.722
C 0.459 2.111 -0.901
C 0.192 0.916 -3.531
C -4.437 2.052 -2.923
As -5.162 3.365 -1.627
C -5.030 2.476 0.121
C -3.605 4.544 -1.414
H -4.641 -2.587 -3.218
H -3.582 -3.896 -2.624
H -2.932 -2.683 -3.723
H -5.511 -2.366 -0.660
H -4.540 -1.935 0.784
H -4.352 -3.530 0.042
H -4.393 0.317 -0.786
H -5.024 -0.424 -2.246
H -2.283 -0.489 -3.837
H -2.558 1.074 -4.612
H -3.874 -0.090 -4.469
H -2.477 1.923 -0.919
H -1.913 2.470 -2.493
H 0.133 3.034 -1.385
H 1.527 1.973 -1.059
H 0.254 2.159 0.165
H -0.280 1.820 -3.916
H -0.026 0.087 -4.201
H 1.266 1.089 -3.488
H -5.321 1.587 -3.367
H -4.027 2.708 -3.700
H -5.690 1.612 0.166
H -5.381 3.202 0.855
H -4.008 2.187 0.372
H -3.255 4.855 -2.398
H -2.785 4.077 -0.869
H -3.924 5.435 -0.876
Se -1.791 -2.675 1.942
Te -2.024 -5.127 1.288
Te -0.114 -5.711 -0.526
Se -0.532 -3.766 -2.099
O 2.820 -4.224 1.255
C 2.185 -3.449 0.595
O 0.973 -3.005 0.872
C 2.706 -2.851 -0.678
C 3.907 -3.282 -1.211
C 4.324 -2.747 -2.419
C 3.512 -1.810 -3.035
C 2.327 -1.440 -2.422
N 1.923 -1.930 -1.250
H 4.468 -4.029 -0.669
H 5.252 -3.063 -2.875
H 3.777 -1.370 -3.985
H 1.673 -0.733 -2.901
O -2.487 0.224 0.827
N -1.233 0.406 1.399
C -1.248 0.877 2.580
C -0.072 1.261 3.371
C -0.387 1.973 4.533
C 0.600 2.441 5.379
C 1.927 2.188 5.070
C 2.244 1.468 3.929
C 1.267 0.998 3.054
P 1.845 -0.079 1.670
C 2.809 -1.250 2.682
C 2.063 -2.129 3.468
C 2.701 -3.022 4.308
C 4.088 -3.056 4.362
C 4.834 -2.186 3.585
C 4.197 -1.276 2.751
C 3.103 0.980 0.866
C 3.952 0.417 -0.088
C 4.844 1.204 -0.799
C 4.900 2.573 -0.575
C 4.062 3.145 0.370
C 3.174 2.354 1.085
H -3.191 0.371 1.483
H -2.214 1.078 3.051
H -1.427 2.159 4.768
H 0.338 2.987 6.274
H 2.717 2.534 5.722
H 3.285 1.251 3.721
H 0.980 -2.138 3.403
H 2.115 -3.708 4.904
H 4.587 -3.768 5.007
H 5.914 -2.207 3.627
H 4.793 -0.588 2.166
H 3.938 -0.649 -0.273
H 5.502 0.743 -1.524
H 5.598 3.188 -1.127
H 4.101 4.209 0.556
H 2.527 2.826 1.813

net charge = +1
spin multiplicity = 1
E_HOMO = -9.3 eV
gap between HOMO and LUMO = 6.168 eV



## b
Formula: C36H47As3HfN2O3PSe2Te2
Source: the Open Molecules 2025 dataset
Level of theory: wB97M-V/def2-TZVPD

Atoms and positions in Å:
Hf 0.122 -0.627 -1.569
C -3.067 1.491 -0.019
As -1.131 1.608 -0.097
C -0.730 1.818 1.799
C -0.769 3.498 -0.479
C -0.906 4.060 -1.892
C -2.320 3.806 -2.420
C 0.150 3.474 -2.839
As -0.001 1.605 -3.421
C 1.577 1.575 -4.547
C -1.390 1.733 -4.784
C -0.713 5.593 -1.839
As 0.808 6.586 -1.020
C 0.413 6.347 0.893
C 2.362 5.377 -1.093
H -3.470 2.422 0.379
H -3.323 0.663 0.640
H -3.482 1.284 -1.001
H -1.479 2.480 2.233
H 0.252 2.280 1.906
H -0.749 0.871 2.328
H 0.249 3.648 -0.119
H -1.430 4.045 0.199
H -2.539 2.740 -2.514
H -2.461 4.263 -3.401
H -3.061 4.236 -1.743
H 1.141 3.569 -2.397
H 0.162 4.046 -3.771
H 1.507 2.386 -5.271
H 1.623 0.616 -5.057
H 2.475 1.697 -3.942
H -1.473 2.772 -5.098
H -2.349 1.382 -4.411
H -1.095 1.114 -5.626
H -1.573 6.033 -1.321
H -0.766 5.973 -2.863
H -0.614 6.655 1.091
H 1.073 7.007 1.454
H 0.555 5.327 1.245
H 2.697 5.249 -2.121
H 2.187 4.401 -0.637
H 3.159 5.877 -0.542
Se -0.565 -1.379 -4.119
Te 0.773 -3.384 -4.775
Te 3.165 -2.201 -4.418
Se 2.730 -1.169 -2.152
O -3.586 -2.446 -1.370
C -2.402 -2.256 -1.295
O -1.830 -1.073 -1.131
C -1.402 -3.371 -1.353
C -1.808 -4.684 -1.371
C -0.836 -5.678 -1.406
C 0.487 -5.301 -1.438
C 0.812 -3.951 -1.445
N -0.110 -2.992 -1.388
H -2.867 -4.898 -1.355
H -1.116 -6.723 -1.411
H 1.283 -6.031 -1.472
H 1.842 -3.625 -1.488
O 1.841 1.514 -0.913
N 1.651 0.421 -0.004
C 2.466 0.504 0.971
C 2.608 -0.360 2.139
C 3.723 -0.051 2.928
C 4.007 -0.758 4.079
C 3.160 -1.785 4.467
C 2.050 -2.095 3.697
C 1.747 -1.399 2.528
P 0.276 -1.900 1.547
C 0.453 -3.721 1.705
C -0.619 -4.550 2.016
C -0.435 -5.923 2.127
C 0.820 -6.480 1.939
C 1.895 -5.661 1.619
C 1.711 -4.295 1.490
C -1.127 -1.528 2.666
C -2.411 -1.657 2.132
C -3.532 -1.372 2.898
C -3.385 -0.930 4.205
C -2.115 -0.785 4.742
C -0.993 -1.085 3.982
H 2.666 1.269 -1.379
H 3.144 1.356 0.945
H 4.379 0.755 2.622
H 4.878 -0.509 4.669
H 3.360 -2.349 5.369
H 1.406 -2.909 4.006
H -1.602 -4.133 2.197
H -1.277 -6.555 2.381
H 0.963 -7.547 2.045
H 2.879 -6.087 1.468
H 2.559 -3.668 1.236
H -2.552 -1.975 1.110
H -4.518 -1.488 2.466
H -4.258 -0.698 4.802
H -1.992 -0.436 5.759
H -0.015 -0.949 4.421

net charge = +1
spin multiplicity = 1
E_HOMO = -9.3 eV
gap between HOMO and LUMO = 5.737 eV



Most stable of them? b.



## a
Formula: C5H20O5
Source: the Open Molecules 2025 dataset
Level of theory: wB97M-V/def2-TZVPD

Atoms and positions in Å:
C -36.898 -20.530 24.389
O -36.094 -20.819 25.481
H -36.290 -20.417 23.491
H -37.667 -21.282 24.215
H -37.274 -19.513 24.498
H -35.821 -21.735 25.383
C -31.824 -15.699 30.478
O -31.481 -14.297 30.178
H -30.893 -16.241 30.640
H -32.384 -15.790 31.409
H -32.455 -16.148 29.711
H -31.077 -13.853 30.927
C -35.629 -18.550 33.143
O -35.540 -19.484 34.271
H -34.737 -17.923 33.166
H -35.727 -19.040 32.174
H -36.505 -17.900 33.152
H -36.160 -19.143 34.920
C -34.150 -19.625 29.352
O -35.233 -19.388 28.452
H -34.465 -19.655 30.395
H -33.609 -20.559 29.200
H -33.470 -18.775 29.408
H -35.228 -20.099 27.806
C -35.624 -15.895 29.844
O -36.526 -15.330 30.815
H -35.249 -16.854 30.201
H -36.224 -15.965 28.937
H -34.856 -15.124 29.777
H -37.009 -14.621 30.385

spin multiplicity = 1
E_HOMO = -10.1 eV
gap between HOMO and LUMO = 10.768 eV



## b
Formula: C5H20O5
Source: the Open Molecules 2025 dataset
Level of theory: wB97M-V/def2-TZVPD

Atoms and positions in Å:
C -0.371 -0.745 -0.061
O 0.021 -1.542 -1.181
H 0.438 -0.675 0.667
H -0.428 0.301 -0.361
H -1.321 -1.118 0.322
H -0.578 -1.451 -1.925
C -0.948 3.192 2.713
O -0.578 2.421 1.596
H -0.163 3.930 2.881
H -1.834 3.782 2.479
H -1.028 2.746 3.704
H 0.132 1.816 1.825
C -1.303 2.118 -3.042
O -1.730 1.353 -4.183
H -0.353 2.566 -3.335
H -2.087 2.809 -2.732
H -1.189 1.365 -2.262
H -1.781 2.000 -4.891
C 1.037 -4.403 -2.323
O 1.598 -5.187 -3.366
H 1.803 -4.069 -1.624
H 0.727 -3.447 -2.745
H 0.244 -4.934 -1.796
H 1.656 -6.113 -3.121
C 1.075 0.503 4.027
O 1.610 0.738 2.755
H 1.826 0.674 4.797
H 0.196 1.103 4.266
H 0.773 -0.545 4.021
H 2.556 0.812 2.896

spin multiplicity = 1
E_HOMO = -9.9 eV
gap between HOMO and LUMO = 10.427 eV



Most stable of them? b.



## a
Formula: C6H15NO2
Source: the Open Molecules 2025 dataset
Level of theory: wB97M-V/def2-TZVPD

Atoms and positions in Å:
C 2.114 -0.610 -1.346
C 1.401 -2.636 1.473
C 2.760 0.279 -0.538
O 1.239 -1.451 0.730
H 2.585 -1.526 -1.664
H 1.077 -0.471 -1.616
H 0.627 -3.343 1.172
H 1.277 -2.447 2.549
H 2.381 -3.104 1.302
H 3.839 0.264 -0.471
H 2.289 1.230 -0.321
H 2.095 -0.673 0.654
C -3.228 2.179 -0.644
N -2.589 0.894 -0.812
C -1.469 0.559 -0.076
C -0.638 1.428 0.522
O -1.301 -0.787 -0.065
H -0.411 -1.015 0.286
H -3.206 0.107 -0.946
H -3.505 2.384 0.399
H -4.125 2.208 -1.259
H -2.559 2.973 -0.980
H -0.833 2.486 0.528
H 0.180 1.071 1.123

spin multiplicity = 1
E_HOMO = -7.6 eV
gap between HOMO and LUMO = 8.327 eV



## b
Formula: C6H15NO2
Source: the Open Molecules 2025 dataset
Level of theory: wB97M-V/def2-TZVPD

Atoms and positions in Å:
C 0.089 -1.017 2.166
C 1.565 -0.901 2.349
C -0.471 -2.091 1.325
O -0.761 -0.353 2.893
O -0.284 0.867 2.177
H 1.807 -0.089 3.028
H -0.768 -1.583 0.385
H 2.048 -0.714 1.389
H 1.940 -1.861 2.719
H 0.237 -2.889 1.115
H -1.395 -2.479 1.759
C -0.084 0.748 -1.359
C -0.115 0.146 -2.762
C 0.079 2.272 -1.403
N -1.269 0.309 -0.612
H 0.782 0.335 -0.827
H -1.244 0.708 0.329
H -2.114 0.634 -1.074
H 0.791 0.394 -3.317
H 0.995 2.560 -1.926
H -0.209 -0.940 -2.714
H -0.969 0.534 -3.325
H 0.117 2.680 -0.392
H -0.766 2.729 -1.925

spin multiplicity = 1
E_HOMO = -9.1 eV
gap between HOMO and LUMO = 9.293 eV



## c
Formula: C6H15NO2
Source: the Open Molecules 2025 dataset
Level of theory: wB97M-V/def2-TZVPD

Atoms and positions in Å:
C 1.785 0.392 0.983
C -0.675 0.431 0.015
C 0.598 -0.382 0.045
C -1.902 -0.595 -0.537
C -0.632 1.739 -0.780
C 1.167 -0.776 -1.324
N -2.346 -1.465 0.530
O 1.409 1.610 1.569
O 2.097 -0.482 2.048
H 0.635 1.397 2.117
H 2.925 -0.158 2.443
H 2.709 0.580 0.428
H -1.001 0.666 1.034
H 0.411 -1.318 0.583
H -1.675 -2.197 0.742
H -3.250 -1.878 0.319
H -1.577 -1.173 -1.405
H -2.733 0.041 -0.852
H -0.425 2.581 -0.112
H 0.126 1.743 -1.565
H -1.595 1.957 -1.253
H 0.872 -1.803 -1.567
H 0.815 -0.142 -2.139
H 2.261 -0.765 -1.324

spin multiplicity = 1
E_HOMO = -9.0 eV
gap between HOMO and LUMO = 9.969 eV



Most stable of them? c.



## a
Formula: C6H15NO2
Source: the Open Molecules 2025 dataset
Level of theory: wB97M-V/def2-TZVPD

Atoms and positions in Å:
C 0.023 -0.106 -0.994
C -0.143 -0.994 2.007
C 1.305 0.562 -1.424
C -3.314 0.338 1.773
C 1.152 0.886 -2.917
C 2.518 -0.326 -1.184
N 0.692 -0.358 1.332
O -1.012 0.470 -0.781
O -0.486 -0.708 3.275
H -2.595 0.378 0.965
H -1.204 -1.264 3.599
H 1.094 0.444 1.811
H 0.060 -1.211 -1.032
H -0.624 -1.854 1.549
H 1.407 1.501 -0.874
H -2.855 0.692 2.689
H -4.157 0.973 1.530
H -3.663 -0.680 1.906
H 1.019 -0.028 -3.492
H 2.044 1.398 -3.278
H 0.288 1.528 -3.081
H 3.429 0.192 -1.478
H 2.439 -1.240 -1.770
H 2.583 -0.593 -0.134

spin multiplicity = 1
E_HOMO = -9.2 eV
gap between HOMO and LUMO = 9.835 eV



## b
Formula: C6H15NO2
Source: the Open Molecules 2025 dataset
Level of theory: wB97M-V/def2-TZVPD

Atoms and positions in Å:
C -0.789 -0.546 0.472
C 0.718 -0.650 0.764
C -1.060 0.480 -0.641
C 3.534 0.922 -0.757
C -1.523 -0.198 1.768
C -2.517 0.571 -1.091
N 1.557 -1.306 -0.069
O 2.189 0.532 -0.718
O -1.276 -1.804 -0.045
H -1.146 -2.481 0.630
H 1.120 -1.463 -0.980
H 0.997 -0.760 1.815
H 1.403 0.473 0.349
H -0.433 0.220 -1.497
H -0.711 1.454 -0.291
H 3.602 2.014 -0.857
H 4.015 0.490 -1.641
H 4.092 0.609 0.135
H -1.304 -0.940 2.541
H -1.214 0.780 2.140
H -2.600 -0.192 1.608
H -2.884 -0.405 -1.405
H -2.606 1.260 -1.933
H -3.167 0.942 -0.296

spin multiplicity = 1
E_HOMO (alpha / beta) = -8.9 / -8.9 eV
gap between HOMO and LUMO (alpha / beta) = 8.684 / 8.685 eV



Most stable of them? a.



## a
Formula: C6H14NO
Source: the Open Molecules 2025 dataset
Level of theory: wB97M-V/def2-TZVPD

Atoms and positions in Å:
O 1.802 2.412 1.730
C 1.922 2.503 0.537
C 0.848 1.996 -0.410
C 0.956 0.490 -0.640
C 0.619 -0.307 0.640
C -0.869 -0.525 0.889
C -1.482 -1.820 0.394
N -1.509 -1.827 -1.103
H 2.780 3.015 0.069
H 0.958 2.500 -1.374
H -0.126 2.317 -0.039
H 0.307 0.201 -1.477
H 1.940 0.226 -0.990
H 1.025 0.257 1.477
H 1.188 -1.235 0.675
H -1.435 0.313 0.486
H -1.076 -0.471 1.952
H -0.895 -2.670 0.747
H -2.456 -2.005 0.833
H -2.088 -1.066 -1.433
H -0.561 -1.621 -1.417
H -1.846 -2.684 -1.546

net charge = +1
spin multiplicity = 1
E_HOMO = -12.7 eV
gap between HOMO and LUMO = 9.023 eV



## b
Formula: C6H14NO
Source: the Open Molecules 2025 dataset
Level of theory: wB97M-V/def2-TZVPD

Atoms and positions in Å:
C 1.016 1.710 -0.399
O 2.367 2.048 -0.661
C 1.093 0.506 0.500
C -0.203 -0.185 0.855
C -0.841 -0.804 -0.363
C -1.932 -1.552 -0.339
C -2.548 -2.213 -1.524
N 1.841 0.919 1.756
H 0.447 1.464 -1.291
H 0.489 2.558 0.065
H 2.437 2.691 -1.380
H 1.711 -0.208 -0.038
H 0.006 -0.969 1.590
H -0.876 0.550 1.320
H -0.337 -0.656 -1.307
H -2.513 -1.688 0.574
H -3.022 -3.160 -1.245
H -3.381 -1.637 -1.925
H -1.845 -2.432 -2.324
H 1.483 0.451 2.589
H 1.779 1.930 1.883
H 2.828 0.679 1.664

net charge = +1
spin multiplicity = 1
E_HOMO = -12.7 eV
gap between HOMO and LUMO = 9.370 eV



Most stable of them? a.